No. 1
{"formula": "C38H79N11O8P2", "method": "wB97M-V/def2-TZVPD", "elements": ["C", "C", "O", "C", "O", "O", "H", "H", "H", "H", "C", "C", "O", "C", "O", "O", "H", "H", "H", "H", "C", "C", "C", "C", "N", "H", "H", "H", "H", "H", "H", "H", "C", "C", "C", "C", "N", "H", "H", "H", "H", "H", "H", "H", "C", "C", "C", "C", "N", "H", "H", "H", "H", "H", "H", "H", "C", "C", "C", "C", "N", "H", "H", "H", "H", "H", "H", "H", "C", "C", "C", "C", "N", "H", "H", "H", "H", "H", "H", "H", "O", "P", "N", "C", "C", "N", "C", "C", "N", "C", "C", "H", "H", "H", "H", "H", "H", "H", "H", "H", "H", "H", "H", "H", "H", "H", "H", "H", "H", "O", "P", "N", "C", "C", "N", "C", "C", "N", "C", "C", "H", "H", "H", "H", "H", "H", "H", "H", "H", "H", "H", "H", "H", "H", "H", "H", "H", "H"], "xyz": [[-9.6577, 13.8244, -0.8812], [-10.3023, 13.4384, 0.5141], [-11.6593, 13.2992, 0.3212], [-11.9620, 13.5588, -1.0303], [-12.9924, 13.4596, -1.6500], [-10.8208, 13.8319, -1.6804], [-8.8848, 13.1172, -1.1823], [-9.2108, 14.7819, -0.6139], [-10.1831, 14.2125, 1.2722], [-9.8986, 12.5014, 0.8978], [-7.2629, 14.0588, 4.9394], [-6.6007, 13.1817, 5.9357], [-5.4447, 12.9170, 5.2365], [-5.6051, 13.0251, 3.8822], [-4.8410, 12.7485, 3.0345], [-6.6258, 13.8781, 3.6973], [-7.0476, 15.0792, 5.2566], [-8.3406, 13.9032, 4.8902], [-7.2563, 12.3207, 6.0655], [-6.4889, 13.6328, 6.9216], [-0.1808, 13.6995, 3.4534], [-1.1151, 13.0983, 4.5874], [-1.4542, 14.0615, 5.6548], [-0.2802, 14.7478, 6.2842], [0.6528, 15.2949, 6.8131], [-0.4380, 13.2112, 2.5135], [0.8695, 13.4846, 3.6504], [-0.2281, 14.7855, 3.3726], [-0.6605, 12.2048, 5.0153], [-2.0135, 12.7359, 4.0877], [-1.8494, 13.4648, 6.4769], [-2.1233, 14.8303, 5.2684], [-2.5412, 14.9479, -0.6468], [-3.6037, 14.4401, 0.4034], [-4.7796, 13.5376, -0.1474], [-5.6995, 14.4446, -0.8958], [-6.4516, 15.1528, -1.4508], [-2.2519, 14.0367, -1.1703], [-1.6688, 15.4248, -0.2000], [-2.8315, 15.6486, -1.4296], [-4.0615, 15.2758, 0.9327], [-2.9305, 13.8666, 1.0405], [-5.4036, 13.2152, 0.6861], [-4.4565, 12.7188, -0.7904], [-4.2892, 17.1626, 2.7766], [-4.5102, 18.5334, 2.0768], [-3.3007, 19.4869, 2.0108], [-2.3666, 19.1196, 0.9137], [-1.6151, 18.8705, 0.0786], [-4.8066, 16.3062, 2.3441], [-4.6501, 17.1176, 3.8042], [-3.2891, 16.7448, 2.6611], [-5.3258, 19.1203, 2.4993], [-4.8709, 18.3353, 1.0674], [-2.6168, 19.3781, 2.8525], [-3.6266, 20.5270, 2.0073], [0.9592, 13.0602, -1.6604], [0.1399, 13.4918, -2.8905], [-0.6402, 12.3126, -3.5344], [-1.3859, 11.4690, -2.6374], [-1.9263, 10.8223, -1.9136], [0.2911, 13.0120, -0.8005], [1.8762, 13.6387, -1.5478], [1.2278, 12.0222, -1.8564], [0.8424, 13.9310, -3.5988], [-0.4715, 14.2872, -2.4643], [0.1241, 11.6332, -3.9116], [-1.3252, 12.6480, -4.3130], [-1.0143, 16.7249, -4.0955], [-1.3595, 18.2384, -4.0616], [-0.0722, 19.0613, -4.4415], [1.1672, 18.2393, -4.1021], [2.1031, 17.6154, -3.9546], [-1.9877, 16.2676, -3.9184], [-0.2252, 16.3456, -3.4462], [-0.7300, 16.4366, -5.1075], [-1.6568, 18.3197, -3.0161], [-2.1418, 18.5260, -4.7640], [-0.0464, 20.0298, -3.9421], [-0.1994, 19.1748, -5.5181], [-6.8060, 8.9797, -6.4397], [-5.7732, 9.2580, -5.4816], [-6.3015, 10.4107, -4.3675], [-7.7730, 10.2914, -3.8855], [-5.5231, 11.3540, -3.5089], [-4.3274, 9.9352, -6.0182], [-3.3054, 9.0477, -6.4078], [-4.3539, 11.1565, -6.7628], [-5.3562, 8.0167, -4.3130], [-6.2163, 6.8201, -4.0887], [-4.3624, 8.1793, -3.3395], [-7.9298, 10.9730, -3.0494], [-8.0375, 9.3008, -3.5158], [-8.3434, 10.5310, -4.7829], [-4.7846, 11.8735, -4.1194], [-4.9553, 10.7899, -2.7690], [-6.1558, 12.1178, -3.0568], [-2.7769, 8.5213, -5.6131], [-3.6954, 8.3957, -7.1894], [-2.4505, 9.5534, -6.8567], [-4.9371, 11.9641, -6.3203], [-3.3496, 11.4689, -7.0489], [-4.7829, 10.8608, -7.7202], [-5.7325, 6.0296, -3.5150], [-7.0358, 7.0477, -3.4069], [-6.5328, 6.4135, -5.0492], [-3.9226, 7.2095, -3.1071], [-4.6959, 8.6733, -2.4269], [-3.5164, 8.7756, -3.6812], [3.9136, 15.3724, 0.8800], [3.8905, 16.8431, 0.7818], [5.3698, 17.6465, 0.2231], [5.9991, 17.0357, -0.9770], [6.2183, 18.2877, 1.2476], [3.4914, 17.5719, 2.3359], [3.4932, 16.6584, 3.4955], [3.1703, 18.9914, 2.5013], [2.7076, 17.4237, -0.3625], [2.6247, 18.8946, -0.7400], [1.4258, 16.7008, -0.1754], [6.2946, 16.0064, -0.7737], [6.8613, 17.6912, -1.0990], [5.4033, 17.1393, -1.8838], [5.9122, 17.8767, 2.2096], [6.1180, 19.3642, 1.1092], [7.2729, 18.0791, 1.0672], [3.3944, 17.0675, 4.5009], [2.7724, 15.8852, 3.2295], [4.4603, 16.1555, 3.4976], [2.1093, 18.7844, 2.6410], [3.4287, 19.3745, 3.4885], [3.4494, 19.7574, 1.7778], [1.6909, 19.2800, -0.3307], [3.3416, 19.6438, -0.4040], [2.7794, 18.9857, -1.8151], [0.9403, 17.0255, 0.7448], [1.7030, 15.6474, -0.2160], [0.7675, 16.6823, -1.0440]], "forces_ev_per_angstrom": [[-0.79, -0.21, 3.18], [1.90, -0.23, 0.42], [-2.76, 0.20, -2.70], [0.10, -1.05, -0.12], [0.87, 0.23, 1.99], [0.72, 0.69, -0.99], [-0.39, 0.05, -0.43], [-0.05, 0.33, -1.35], [0.41, 0.00, -0.09], [0.00, 0.00, 0.09], [-1.43, 2.44, 0.82], [-1.92, -0.41, -0.31], [2.95, -2.23, -0.14], [-0.94, 2.39, 1.88], [1.30, -1.23, -0.89], [-0.71, -0.77, -0.61], [-0.35, 0.37, -0.31], [0.01, 0.02, -0.36], [0.48, -0.71, 0.10], [0.69, 0.17, -0.22], [-0.26, -0.85, 0.87], [1.42, -0.33, -2.31], [0.66, 0.66, 1.38], [4.05, 2.32, 1.95], [-4.51, -2.65, -2.57], [0.06, 0.28, -0.12], [0.02, -0.09, 0.10], [-0.42, -0.01, -0.10], [0.23, 0.04, -0.03], [-0.29, 0.22, 0.27], [-0.77, 0.46, 0.09], [-0.26, -0.03, 0.40], [-0.94, -0.57, -0.29], [0.75, 0.16, -1.11], [0.18, 2.06, -0.06], [-1.31, 0.96, -1.32], [1.75, -1.59, 1.25], [0.47, -0.01, -0.09], [-0.02, -0.29, 0.42], [-0.69, 0.06, 0.11], [0.23, -0.28, 0.09], [-0.73, -0.19, 0.59], [0.39, -0.47, 0.16], [0.01, -0.03, 0.15], [-0.28, -0.22, -0.20], [-0.23, -0.58, -0.12], [0.83, -1.06, -0.13], [-0.46, 0.73, -0.18], [-0.14, -0.09, 0.14], [-0.82, 0.52, -0.42], [0.54, 0.34, 0.19], [0.53, 0.67, 0.46], [-0.03, -0.34, 0.47], [0.23, 0.10, -0.20], [-0.44, 0.01, 0.62], [0.25, -0.02, -0.52], [-0.42, -1.20, -0.91], [0.26, 0.24, 1.13], [0.79, 0.77, -0.11], [2.09, 3.11, -2.40], [-2.71, -3.18, 3.37], [0.41, 0.34, 0.29], [-0.31, 0.09, 0.38], [0.52, -0.17, 0.29], [-0.36, -0.09, -0.37], [-0.53, 0.02, -0.82], [0.00, 0.11, -0.63], [0.24, -0.04, -0.22], [-1.40, 0.27, -1.50], [1.97, -0.94, 0.97], [-0.27, -1.38, 0.87], [-2.49, 2.42, -1.18], [1.46, -0.99, 0.37], [0.24, -0.65, 0.29], [-0.37, 0.49, 0.31], [0.11, -0.14, -0.17], [-0.18, 1.05, -0.09], [-0.13, -0.28, 0.30], [0.18, -0.06, -0.14], [0.84, 0.20, -0.01], [-1.38, -1.31, -1.59], [1.70, 1.40, 5.30], [-1.80, 1.56, 0.97], [1.91, -0.04, -1.27], [0.48, -1.19, -1.19], [-0.43, -0.11, 2.51], [1.43, -0.98, -1.03], [-0.57, -0.11, -1.51], [-1.30, -1.26, -3.02], [0.23, 0.86, -0.27], [1.47, 0.63, 0.75], [0.00, 0.17, -0.37], [0.18, -0.20, -0.19], [-0.53, 0.01, 0.48], [0.06, 0.07, -0.03], [-0.07, 0.30, 0.40], [-0.12, -0.25, -0.04], [-0.72, -0.45, 0.26], [0.40, -0.67, 0.00], [-0.24, 0.56, -0.25], [0.09, -0.19, 0.09], [0.12, 0.19, 0.63], [-0.45, 0.72, -0.50], [0.83, 0.05, -0.36], [-0.57, 0.27, -0.39], [-0.36, 0.09, 0.21], [-0.05, -0.10, 0.29], [-0.18, -0.16, 0.34], [-0.08, 0.23, -0.14], [0.08, 0.19, -0.02], [-0.07, 3.08, 0.02], [-2.47, -1.38, 0.48], [0.24, 1.20, 1.19], [-0.30, -0.61, -1.18], [2.48, -0.76, -2.24], [0.64, -0.62, -1.26], [-1.73, -1.23, 1.46], [1.56, 0.57, 0.96], [-0.14, -0.92, 0.10], [1.03, -0.26, -0.68], [0.07, -0.07, -0.29], [0.37, -0.44, -0.45], [-0.29, -0.20, 0.24], [0.27, 0.68, 0.19], [-0.11, 0.19, 0.71], [0.04, -0.34, 0.06], [-0.55, 0.51, -0.40], [-0.20, -0.08, 0.85], [0.11, -0.22, 0.20], [-0.81, 1.90, -0.51], [0.76, -0.17, 0.08], [-0.06, -0.74, -0.34], [-0.39, -0.01, -0.64], [0.72, -0.88, 0.84], [-0.87, -0.16, -0.14], [-0.40, -0.29, -0.09], [0.02, -0.10, 0.99], [-0.12, 1.13, -0.10]], "homo_lumo_gap_ev": [1.734, 8.192], "homo_energy_ev": [0.109, -6.358], "spin_multiplicity": 2, "charge": -1}

No. 2
{"formula": "CH2ClFO", "method": "wB97M-V/def2-TZVPD", "elements": ["C", "O", "F", "Cl", "H", "H"], "xyz": [[-0.6063, -0.1042, 0.2914], [1.5617, -0.0689, -0.4646], [-0.6736, -1.0411, 1.2090], [-1.3095, -0.5686, -1.1872], [-0.3383, 0.9025, 0.6120], [1.3660, 0.8803, -0.4607]], "forces_ev_per_angstrom": [[3.44, -1.63, -1.40], [-3.26, 0.17, 1.33], [-0.01, 1.02, -0.43], [-0.01, 0.71, 0.87], [-0.84, -0.26, -0.06], [0.67, -0.01, -0.30]], "homo_lumo_gap_ev": [8.674, 8.678], "homo_energy_ev": [-9.784, -9.787], "relative_energy_kj_mol": 344.3}

No. 3
{"formula": "C5H11NO", "method": "wB97M-V/def2-TZVPD", "elements": ["C", "C", "C", "N", "C", "C", "O", "H", "H", "H", "H", "H", "H", "H", "H", "H", "H", "H"], "xyz": [[1.3158, 1.0500, 0.1579], [0.1477, 1.5370, -0.4600], [0.2973, -1.7040, -0.1885], [0.0572, -0.6165, 0.7595], [-1.0694, 0.3051, 0.4807], [-2.1840, -0.1314, -0.2128], [2.3050, 0.4767, -0.5828], [3.0112, 0.1584, -0.0097], [0.0337, -0.9682, 1.7138], [1.5967, 1.3973, 1.1472], [-0.2087, 2.5171, -0.1752], [0.0761, 1.3445, -1.5242], [-1.2839, 0.8543, 1.3951], [0.4315, -1.2873, -1.1832], [-0.5298, -2.4148, -0.2040], [1.2155, -2.2213, 0.0932], [-2.0837, -0.6626, -1.1491], [-3.1282, 0.3656, -0.0579]], "forces_ev_per_angstrom": [[-0.72, 1.59, -1.18], [1.88, 0.47, -0.03], [-0.34, 0.17, 0.31], [0.35, -0.36, 0.18], [-0.95, -1.78, 0.49], [0.82, 0.60, 0.22], [-0.41, -0.17, 0.34], [-0.09, -0.05, 0.03], [-0.43, -0.08, -0.22], [-0.04, -0.23, 0.02], [-0.11, -0.11, 0.25], [-0.09, -0.09, -0.02], [0.15, 0.27, -0.24], [0.02, 0.02, -0.09], [0.05, -0.09, -0.14], [-0.02, 0.02, -0.01], [0.01, -0.38, 0.11], [-0.07, 0.17, 0.00]], "homo_lumo_gap_ev": [7.017, 7.016], "homo_energy_ev": [-6.427, -6.426], "relative_energy_kj_mol": 503.1}

Computed electronic energy (hartree) in order:
-3382.1091 -674.4581 -326.9397
Computed strongest force on any atom (eV Å⁻¹) in order:
5.83 4.05 2.11